No. 1
Here is a 3-piece molecular cluster, C5H15NO2 overall from OMol25. Energies are from ωB97M-V with the def2-TZVPD basis set.

Output
ΔE to the lowest compared entry with this formula, charge and spin = 46.7 kcal/mol
HOMO = -7.890 eV
SMILES string = CN1CCCC1.O.O

Geometry (Å):
1 C 0.63887 0.63274 -1.92632
2 N 0.59576 0.47411 -0.50786
3 C -0.29988 -0.48394 0.11677
4 C -0.25442 -0.10581 1.63667
5 C 0.29145 1.32201 1.71062
6 C 1.01096 1.54960 0.33358
7 H -0.32342 0.90759 -2.37998
8 H 1.41275 1.26692 -2.35660
9 H 0.88051 -0.36279 -2.33563
10 H -1.31973 -0.51987 -0.27635
11 H 0.14301 -1.45767 -0.12614
12 H -1.27095 -0.24475 2.00696
13 H 0.35486 -0.91509 2.04286
14 H 0.96021 1.41473 2.57340
15 H -0.50759 2.00679 1.99724
16 H 2.05556 1.68972 0.61479
17 H 0.47488 2.48488 0.06565
18 O 3.04344 -3.99178 3.98200
19 H 3.03930 -3.92168 3.03970
20 H 2.20761 -3.69897 4.37499
21 O -4.62418 0.44069 -4.75074
22 H -3.71798 0.18452 -4.77886
23 H -4.79101 1.32804 -5.05674

***

No. 2
Here is C4H8S as an isolated structure from OMol25. Energies are from ωB97M-V with the def2-TZVPD basis set.

Output
ΔE to the lowest compared entry with this formula, charge and spin = 17.7 kcal/mol
HOMO = -8.463 eV

Geometry (Å):
1 C -1.44447 -0.17269 1.10323
2 C -0.13910 0.40496 0.53537
3 C 0.54814 -0.56104 -0.48679
4 C 1.20486 0.52456 -1.38232
5 H -2.15588 -0.42615 0.34191
6 H -1.22616 -1.14240 1.66118
7 H -1.87317 0.39150 1.96574
8 H 0.65219 0.77707 1.24616
9 H 1.16980 -1.14837 0.22024
10 H -0.07825 -1.25805 -1.00182
11 H 1.35448 0.35741 -2.48575
12 H 2.20411 0.65472 -0.84759
13 S -0.21654 1.59849 -0.86956

***

No. 3
Here is a 2-piece molecular cluster, C3H11N2O overall from OMol25. Energies are from ωB97M-V with the def2-TZVPD basis set.

Output
ΔE to the lowest compared entry with this formula, charge and spin = 80.0 kcal/mol
HOMO = -14.063 eV
charge = +1

Geometry (Å):
1 C -2.32028 0.49658 -0.96684
2 C -0.85921 0.93876 -0.32830
3 N 0.07353 -0.30935 -0.31622
4 C 0.18396 -1.16173 0.77287
5 N 0.52765 -0.45118 1.87742
6 H -2.31483 -0.45587 -1.68498
7 H -2.46693 1.34489 -1.58621
8 H -3.10761 0.33661 -0.21380
9 H -0.85826 1.25867 0.72284
10 H -0.44563 1.67145 -0.97665
11 H 0.89457 -0.05400 -0.76211
12 H -0.04218 -2.19970 0.86089
13 H 1.03018 0.35253 1.69506
14 H 0.19590 -0.66533 2.86083
15 H 3.34737 0.11198 -1.28994
16 H 3.35532 -0.89101 -0.04242
17 O 2.80645 -0.32331 -0.62243

***

No. 4
Here is C23H20BrLiO4S as an isolated structure from OMol25. Energies are from ωB97M-V with the def2-TZVPD basis set.

Output
ΔE to the lowest compared entry with this formula, charge and spin = 127.6 kcal/mol
HOMO = 0.860 eV
charge = -2

Geometry (Å):
1 Li 1.24721 -0.33450 0.18989
2 C 2.95271 -0.02183 4.32014
3 C 1.91896 0.75237 3.55296
4 C 0.58275 0.38417 3.59327
5 C -0.35426 1.01869 2.78922
6 C -1.77825 0.56168 2.77019
7 C 0.05961 2.05294 1.96253
8 C 1.38473 2.46308 1.93175
9 C 1.81940 3.56237 1.01266
10 C 2.30594 1.80485 2.73484
11 H 3.28278 -0.85746 3.70237
12 H 2.54695 -0.42921 5.24452
13 H 3.81992 0.59665 4.55027
14 H 0.26883 -0.43417 4.22652
15 H -1.86313 -0.25315 2.05213
16 H -2.44410 1.36162 2.45210
17 H -2.09054 0.19254 3.74609
18 H -0.66363 2.54211 1.32337
19 H 2.05502 3.13041 0.03888
20 H 2.70920 4.06431 1.38995
21 H 1.02730 4.29552 0.87226
22 H 3.34595 2.10988 2.70941
23 O -0.06685 -3.73817 0.61198
24 C 0.24189 -2.59437 0.29490
25 O 0.54714 -1.65815 1.09412
26 C 0.26468 -2.18556 -1.20843
27 C 0.08541 -3.33517 -2.20007
28 C 0.61305 -3.15066 -3.58303
29 C 0.99301 -2.00190 -4.18011
30 C 1.37456 -0.73730 -3.63731
31 C 1.59044 -0.45220 -2.32678
32 S 2.25085 1.02034 -1.74675
33 H 0.26440 -4.33894 -1.79444
34 H 0.35730 -3.98667 -4.22670
35 H 1.08797 -2.04375 -5.26557
36 H 1.55266 0.06301 -4.34496
37 Br -3.81497 -2.13727 -3.41658
38 C -3.18669 -0.64181 -2.37493
39 C -3.98349 0.46663 -2.38667
40 C -3.61258 1.62197 -1.70212
41 C -2.37653 1.62182 -1.04099
42 C -1.56266 0.53252 -1.04343
43 C -1.91506 -0.70235 -1.70286
44 C -1.11828 -1.79370 -1.65308
45 O -1.33073 -3.05162 -2.28980
46 O 1.43201 -1.36566 -1.32019
47 H -4.91470 0.44317 -2.94395
48 H -4.25962 2.48995 -1.69780
49 H -2.04933 2.52518 -0.53542
50 H -0.59723 0.56778 -0.54435

***

No. 5
Here is a 2-piece molecular cluster, C25H30BrN3O6P3 overall from OMol25. Energies are from ωB97M-V with the def2-TZVPD basis set.

Output
HOMO = -5.227 eV
charge = -1

Geometry (Å):
1 N -1.03591 -4.68200 -0.39867
2 P 0.41083 -4.48727 -0.98907
3 C 1.14056 -2.75707 -0.99558
4 P 2.22287 -2.68735 0.52478
5 O 2.63891 -1.10227 0.52390
6 Br 0.54630 -2.67009 2.01182
7 O 0.19198 -1.76187 -1.00347
8 P -0.18124 -1.08305 -2.60267
9 C -1.05257 -2.69085 -3.18176
10 C -2.06399 -2.45101 -4.28806
11 O -2.99849 -1.40101 -4.02153
12 C 0.52416 0.62588 -2.10826
13 C 1.79285 0.92916 -1.63262
14 C 2.15657 2.22961 -1.33961
15 N 1.34122 3.27737 -1.48346
16 C 0.12979 2.99309 -1.95153
17 C -0.31610 1.72184 -2.26136
18 O 1.40430 -1.68890 -3.12334
19 C 2.10802 -2.43237 -2.19583
20 C 2.87032 -3.60701 -2.80954
21 C 4.12946 -3.13374 -3.53201
22 N 3.87782 -2.47768 -4.82508
23 H -1.00678 -5.30315 0.40210
24 H 1.42622 -5.23428 -0.35118
25 H 0.51796 -4.87529 -2.33187
26 H 2.16189 -0.61109 1.20561
27 H -0.41188 -0.51423 -3.90537
28 H -1.42971 -0.63133 -2.06620
29 H -0.29952 -3.36112 -3.60295
30 H -1.53615 -3.19527 -2.34368
31 H -2.62460 -3.38032 -4.44500
32 H -1.56612 -2.23557 -5.23347
33 H -3.77883 -1.80392 -3.63374
34 H 2.51368 0.14744 -1.48050
35 H 3.15380 2.44848 -0.97572
36 H -0.54224 3.83445 -2.09255
37 H -1.32071 1.57320 -2.64174
38 H 2.89914 -1.81661 -1.73158
39 H 2.24181 -4.12966 -3.53113
40 H 3.17855 -4.27686 -2.00064
41 H 4.65319 -2.41163 -2.90379
42 H 4.80696 -3.97659 -3.67975
43 H 2.99879 -2.82560 -5.19467
44 H 3.67318 -1.50191 -4.63870
45 C -1.03710 1.67236 0.69573
46 C -0.51301 0.65383 1.48510
47 C -0.55563 0.75103 2.86583
48 C -1.11682 1.87226 3.46651
49 C -1.63196 2.90311 2.67242
50 C -1.59542 2.79312 1.28711
51 C -2.20731 4.13006 3.28365
52 O -2.66604 5.02758 2.60755
53 C -2.20146 4.23351 4.77490
54 C -2.68844 5.38963 5.37264
55 C -2.70262 5.50191 6.75203
56 C -2.23609 4.45635 7.54212
57 C -1.74696 3.30428 6.95124
58 C -1.72178 3.19098 5.56650
59 C -1.16502 1.94777 4.95030
60 O -0.76573 1.04058 5.65086
61 H -0.99937 1.58611 -0.38369
62 H -0.07822 -0.21581 1.01482
63 H -0.15600 -0.03891 3.48722
64 H -2.00110 3.59278 0.68321
65 H -3.05088 6.19231 4.74541
66 H -3.07861 6.40492 7.21547
67 H -2.25271 4.54348 8.62089
68 H -1.37802 2.48420 7.55160

***

No. 6
Here is C10H21F3N3O6STl as an isolated structure from OMol25. Energies are from ωB97M-V with the def2-TZVPD basis set.

Output
HOMO (alpha / beta) = -18.217 / -18.178 eV
charge = +3
2S+1 = 2

Geometry (Å):
1 Tl 19.46700 -8.90625 -6.99508
2 C 17.65243 -13.29869 -4.54043
3 F 17.17039 -14.17420 -5.52474
4 F 16.90068 -12.22208 -4.40137
5 F 17.58893 -13.88307 -3.37163
6 S 19.50428 -12.68606 -4.90404
7 O 20.22175 -13.87072 -5.40105
8 O 19.32226 -11.67235 -5.92222
9 O 19.87740 -12.16762 -3.56544
10 C 23.13162 -5.39797 -7.60258
11 C 23.06157 -6.91419 -7.55518
12 O 21.97623 -7.34874 -7.17086
13 N 24.12287 -7.62983 -7.92922
14 C 25.27834 -7.19018 -8.71803
15 H 22.78236 -5.13476 -6.60417
16 H 22.48735 -4.98840 -8.38057
17 H 24.14736 -5.02835 -7.74311
18 H 24.00150 -8.60750 -7.70667
19 H 26.12368 -6.87263 -8.10758
20 H 25.00072 -6.54949 -9.55502
21 H 25.84681 -7.95875 -9.24171
22 C 14.95076 -11.64993 -7.18989
23 C 16.41767 -11.62579 -7.54470
24 O 17.06445 -10.68902 -7.14048
25 N 17.03141 -12.61038 -8.20174
26 C 16.51395 -13.84658 -8.71634
27 H 14.49878 -11.66781 -8.18160
28 H 14.60341 -10.78778 -6.62055
29 H 14.53728 -12.49802 -6.64413
30 H 18.03439 -12.49173 -8.20742
31 H 16.02585 -13.60442 -9.66038
32 H 15.71019 -14.29703 -8.13395
33 H 17.31673 -14.58063 -8.64700
34 C 20.41173 -12.61625 -10.57239
35 C 20.15117 -12.37254 -9.08143
36 O 19.67506 -11.28753 -8.74294
37 N 20.33715 -13.32750 -8.13516
38 C 21.28592 -14.40239 -8.37352
39 H 21.44180 -12.92299 -10.75393
40 H 20.21096 -11.76170 -11.21856
41 H 19.70857 -13.41063 -10.82263
42 H 20.08105 -13.21803 -7.16432
43 H 20.97746 -15.16832 -9.08506
44 H 21.38817 -14.93268 -7.42672
45 H 22.25662 -14.05124 -8.72356

***

No. 7
Here is C33H52CaN3O8S2Sb3 as an isolated structure from OMol25. Energies are from ωB97M-V with the def2-TZVPD basis set.

Output
ΔE to the lowest compared entry with this formula, charge and spin = 19.2 kcal/mol
HOMO = -2.132 eV
charge = -2

Geometry (Å):
1 Ca 0.37063 0.16232 0.41972
2 N 2.16664 1.20950 1.82266
3 C 2.18315 2.65749 1.53434
4 C 1.32082 3.02610 0.30882
5 O 1.76832 3.88562 -0.49598
6 N 0.15135 2.42576 0.29217
7 C -0.73428 2.67397 -0.85275
8 C -1.49274 1.41092 -1.34690
9 O -2.01718 1.45981 -2.45672
10 O -1.53354 0.40931 -0.53719
11 H 2.49726 1.00463 2.75818
12 H 2.78680 0.72527 1.17403
13 H 3.19252 3.05615 1.38585
14 H 1.73207 3.17042 2.38863
15 H -0.19945 3.10838 -1.70107
16 H -1.51664 3.39052 -0.56838
17 C 1.98505 1.09371 -4.76884
18 Sb 1.06967 -0.01473 -3.16219
19 C 2.38297 -1.68669 -3.43763
20 C -0.58375 -0.72350 -4.44501
21 C -0.51729 -2.15074 -4.87679
22 C 0.18178 -2.48111 -6.03896
23 C 0.32612 -3.78962 -6.47105
24 C -0.24569 -4.81587 -5.73343
25 C -0.96325 -4.50467 -4.58879
26 C -1.12229 -3.19186 -4.14452
27 C -1.91274 -2.94018 -2.89662
28 Sb -0.65981 -2.61410 -1.15033
29 C -0.09906 -4.68860 -0.99989
30 C -2.30935 -2.82274 0.19907
31 H 2.05329 0.46616 -5.65841
32 H 2.98370 1.39680 -4.45526
33 H 1.39555 1.98405 -4.98897
34 H 2.50455 -1.89816 -4.50024
35 H 1.99364 -2.57189 -2.93618
36 H 3.34056 -1.43867 -2.98289
37 H -0.51861 -0.06230 -5.30997
38 H -1.48484 -0.46963 -3.89119
39 H 0.63484 -1.67584 -6.60759
40 H 0.88425 -4.00445 -7.37486
41 H -0.14070 -5.84771 -6.04638
42 H -1.41885 -5.30093 -4.00980
43 H -2.54312 -3.79734 -2.65618
44 H -2.53686 -2.04901 -2.97224
45 H -0.99286 -5.31333 -1.04120
46 H 0.41955 -4.85127 -0.05543
47 H 0.57277 -4.95727 -1.81526
48 H -2.90769 -3.69305 -0.07629
49 H -2.90628 -1.91276 0.15379
50 H -1.91088 -2.93084 1.20730
51 O 3.94459 -4.50744 2.46600
52 C 3.20701 -3.65949 2.00253
53 C 3.45953 -2.83726 0.74691
54 O 4.41769 -2.94873 0.00070
55 C 2.32673 -1.89929 0.64203
56 C 1.39755 -2.14012 1.69812
57 O 0.30461 -1.47763 1.83850
58 C 1.87493 -3.20919 2.57625
59 O 1.33262 -3.66306 3.57688
60 O 2.17057 -0.98694 -0.23557
61 S 4.38379 1.13322 -1.58737
62 C 4.95936 2.67562 -1.71733
63 N 4.46321 3.78229 -1.16367
64 C 4.98734 5.04753 -1.62940
65 C 6.42516 4.77650 -2.06088
66 S 6.38966 3.07634 -2.68832
67 H 3.51658 3.74345 -0.69261
68 H 4.94166 5.78508 -0.82743
69 H 4.39372 5.42164 -2.47134
70 H 7.10955 4.83720 -1.21433
71 H 6.75344 5.46070 -2.84040
72 C -4.73747 0.58887 4.88825
73 C -3.79100 -0.38710 4.19997
74 C -4.60193 -1.41551 3.40494
75 Sb -2.21433 0.35962 2.88500
76 C -2.97647 2.27173 2.17740
77 C -3.32778 3.38660 3.15592
78 C -4.12908 1.97808 1.21536
79 C -0.85223 1.11236 4.41994
80 C 0.13243 0.00680 4.80565
81 C -1.48227 1.69079 5.68215
82 H -5.41785 0.04702 5.55810
83 H -5.35941 1.10770 4.15520
84 H -4.22370 1.34258 5.48009
85 H -3.21698 -0.93019 4.95985
86 H -5.19754 -0.92533 2.62957
87 H -5.29694 -1.95898 4.05631
88 H -3.96646 -2.14740 2.90504
89 H -2.11454 2.60062 1.58935
90 H -4.04537 3.07932 3.91687
91 H -3.77489 4.22974 2.61429
92 H -2.44159 3.76788 3.66565
93 H -5.01289 1.61667 1.75210
94 H -3.85076 1.22643 0.47461
95 H -4.42674 2.88283 0.67392
96 H -0.30535 1.90138 3.89083
97 H -0.37375 -0.79560 5.35029
98 H 0.91412 0.40070 5.46667
99 H 0.60029 -0.46003 3.94053
100 H -2.00727 0.91187 6.24065
101 H -2.18879 2.49634 5.48714
102 H -0.70284 2.08577 6.34594

***

No. 8
Here is C38H25BrF6N6O7S4Zr as an isolated structure from OMol25. Energies are from ωB97M-V with the def2-TZVPD basis set.

Output
ΔE to the lowest compared entry with this formula, charge and spin = 22.6 kcal/mol
HOMO = -7.441 eV

Geometry (Å):
1 Zr -0.39741 0.48817 -0.51947
2 Br -8.08212 0.33569 -0.98280
3 C -6.21647 0.02451 -0.88015
4 C -5.66702 -1.09366 -1.51761
5 C -4.31743 -1.33206 -1.45816
6 C -3.44974 -0.44537 -0.78901
7 O -2.16515 -0.67203 -0.78346
8 C -4.02814 0.64185 -0.10414
9 C -3.25750 1.38038 0.84686
10 N -1.98160 1.31151 1.01083
11 C -1.49790 1.85593 2.23002
12 C -1.80949 3.08370 2.73621
13 C -1.41144 3.42202 4.04961
14 C -0.76108 2.52195 4.84419
15 C -0.40993 1.24939 4.32982
16 C 0.22430 0.23000 5.07653
17 C 0.55820 -0.94039 4.46102
18 C 0.29804 -1.08956 3.08057
19 N -0.32541 -0.18915 2.36614
20 C -0.71627 0.95195 2.98887
21 C -5.41548 0.86638 -0.16044
22 H -6.31367 -1.76718 -2.06376
23 H -3.88713 -2.18663 -1.96018
24 H -3.83115 1.96616 1.56714
25 H -2.36194 3.79376 2.13398
26 H -1.65648 4.40346 4.43311
27 H -0.50202 2.76958 5.86607
28 H 0.44525 0.39530 6.12465
29 H 1.05075 -1.73973 4.99712
30 H 0.62327 -1.98402 2.56050
31 H -5.84126 1.70350 0.37888
32 S -0.62373 3.29331 -0.53448
33 C 0.58325 3.09341 -1.73683
34 C 1.23719 4.12591 -2.42179
35 C 2.18096 3.80584 -3.36748
36 C 2.48472 2.46724 -3.62263
37 C 1.82582 1.50428 -2.90109
38 N 0.88572 1.80618 -1.99172
39 H 0.98031 5.14997 -2.19110
40 H 2.69222 4.59165 -3.90965
41 H 3.22911 2.18133 -4.35074
42 H 2.05789 0.45636 -3.02758
43 F -2.70172 3.40371 -4.14827
44 C -1.91604 2.45870 -4.65377
45 F -2.26012 2.23207 -5.91608
46 F -0.65480 2.86771 -4.61057
47 S -2.14417 0.92735 -3.65691
48 O -1.76790 1.33161 -2.30977
49 O -3.49348 0.52453 -3.86980
50 N -1.07262 0.01364 -4.36052
51 S -0.17025 -1.06000 -3.70939
52 O 0.98594 -1.33139 -4.49318
53 O 0.06787 -0.85030 -2.27784
54 C -1.16086 -2.64512 -3.75376
55 F -0.81736 -3.35365 -4.82012
56 F -2.46089 -2.37800 -3.81477
57 F -0.92077 -3.36866 -2.66364
58 O 1.43428 1.75096 0.74393
59 S 2.52528 0.82581 0.40860
60 O 3.52918 1.23235 -0.53394
61 N 1.63726 -0.40311 -0.05634
62 C 2.07195 -1.70489 -0.25824
63 C 3.33071 -2.13292 -0.58833
64 C 3.60697 -3.51774 -0.67052
65 C 2.64530 -4.45559 -0.43108
66 C 1.32553 -4.04176 -0.11918
67 C 0.25523 -4.92344 0.15081
68 C -0.97915 -4.41303 0.43512
69 C -1.16782 -3.01599 0.41217
70 N -0.20051 -2.17044 0.16742
71 C 1.03968 -2.66748 -0.06523
72 C 3.41733 0.48061 1.89583
73 C 4.67147 -0.11571 1.81706
74 C 5.38808 -0.33982 2.98042
75 C 4.86801 0.06035 4.20523
76 C 3.63342 0.68813 4.26754
77 C 2.89893 0.89717 3.10980
78 H 4.10723 -1.41258 -0.80628
79 H 4.60986 -3.83095 -0.93072
80 H 2.87003 -5.51303 -0.48838
81 H 0.42677 -5.99306 0.12807
82 H -1.81948 -5.05813 0.65152
83 H -2.14878 -2.58913 0.58014
84 H 5.08958 -0.36820 0.85432
85 H 6.36225 -0.80746 2.92942
86 H 5.43793 -0.10160 5.11105
87 H 3.24072 1.02364 5.21872
88 H 1.94991 1.41399 3.13163

***

| no. | electronic energy (Eh) |
| --- | --- |
| 1 | -404.68065 |
| 2 | -555.34172 |
| 3 | -305.32528 |
| 4 | -4169.15926 |
| 5 | -5184.48206 |
| 6 | -1878.36400 |
| 7 | -4249.78220 |
| 8 | -7131.54198 |